# 1
Computed, not measured: a 4-piece molecular cluster, C27H32ClN3O5S overall, with wB97M-V/def2-TZVPD.

```
69
Properties=species:S:1:pos:R:3:forces:R:3:mulliken_charge:R:1
C 0.04883 6.25161 1.14167 -0.038 0.280 -0.340 -1.166
C 0.67562 5.98620 -0.23446 0.299 -0.180 -0.052 -0.439
C 1.29236 4.59124 -0.36450 -0.155 0.242 -0.219 -0.556
C 2.13945 4.48187 -1.63988 -0.492 0.060 -0.075 -0.934
C 2.77758 3.15324 -1.79189 0.672 0.222 0.214 0.388
C 4.07655 2.82695 -1.72917 -0.375 0.183 0.259 0.835
C 5.23577 3.74918 -1.52044 0.360 -0.188 -0.244 -1.040
C 6.53436 3.10808 -1.00583 -0.070 0.265 0.020 -1.223
C 6.37912 2.25065 0.24864 0.352 0.084 0.075 -0.796
C 6.31420 3.12688 1.49880 -0.104 -0.347 0.072 -0.789
S 6.24484 2.05779 2.93420 0.186 -0.252 -0.217 1.050
O 7.57474 1.83155 3.40304 -0.151 0.105 0.098 -0.543
O 5.36872 0.95775 2.68810 -0.052 0.161 0.031 -0.513
Cl 5.28693 3.27052 4.27023 0.055 0.072 0.145 -0.218
C 4.17067 1.36215 -1.98012 -0.028 -0.131 -0.330 -0.022
O 5.11012 0.67911 -2.24125 -0.042 0.096 0.291 -0.521
O 2.88001 0.84941 -1.98111 0.101 -0.186 -0.326 -0.181
C 2.00541 1.91482 -2.03970 -0.175 -0.052 -0.007 0.278
O 0.85211 1.78132 -2.29508 -0.018 0.012 0.136 -0.525
H 0.60980 7.02011 1.67035 0.032 -0.081 0.164 0.290
H 0.01892 5.35339 1.75388 -0.030 -0.055 0.052 0.367
H -0.96659 6.62807 1.02994 -0.062 -0.059 0.116 0.308
H -0.05867 6.10845 -1.03199 -0.065 0.003 0.003 0.295
H 1.46095 6.71721 -0.44392 -0.034 0.104 0.065 0.345
H 0.47989 3.86563 -0.42221 0.098 -0.195 0.188 0.344
H 1.90859 4.37024 0.50890 0.003 -0.065 0.072 0.441
H 2.87632 5.28335 -1.66029 0.167 -0.057 -0.001 0.466
H 1.47272 4.64902 -2.49162 0.031 -0.019 -0.047 0.409
H 4.95245 4.56441 -0.85456 -0.236 -0.023 0.033 0.342
H 5.44723 4.21600 -2.48740 0.074 0.095 0.038 0.430
H 7.02768 2.55508 -1.80149 -0.160 -0.223 0.027 0.390
H 7.20992 3.93116 -0.75777 0.074 0.015 -0.110 0.496
H 5.51492 1.59646 0.22514 -0.144 -0.033 -0.112 0.536
H 7.24792 1.59553 0.33394 -0.001 -0.028 -0.001 0.509
H 5.43557 3.76673 1.54219 -0.015 0.033 -0.086 0.591
H 7.22769 3.70284 1.62664 -0.052 0.169 0.058 0.365
N -0.75022 -1.70405 -0.11759 0.018 -0.020 -0.019 -0.512
C -1.72734 -2.38094 -0.72093 -0.079 -0.028 0.100 -0.169
C -1.72371 -2.68838 -2.07303 0.036 0.023 -0.020 -0.490
C -0.65141 -2.26608 -2.84324 -0.007 -0.013 -0.014 -0.472
C 0.36938 -1.55779 -2.23221 -0.015 -0.059 -0.017 -0.247
C 0.27200 -1.30687 -0.87192 -0.001 0.009 0.061 -0.311
H -2.55203 -2.69221 -0.08648 -0.019 -0.011 -0.038 0.488
H -2.54322 -3.24445 -2.50788 -0.017 0.001 0.013 0.400
H -0.61304 -2.48467 -3.90292 0.000 -0.001 -0.003 0.385
H 1.22380 -1.20531 -2.79159 0.011 0.028 0.017 0.431
H 1.05388 -0.75875 -0.35767 0.025 0.006 -0.035 0.498
N -3.95993 -3.80145 1.85342 0.016 -0.028 -0.010 -0.195
C -5.12343 -3.84136 2.49837 -0.062 0.028 -0.067 -0.018
C -5.24914 -4.16749 3.83944 0.048 -0.001 0.019 -0.705
C -4.09866 -4.46474 4.55255 0.007 -0.011 0.012 -0.188
C -2.87883 -4.42420 3.89677 -0.037 -0.002 0.011 -0.619
C -2.86263 -4.08846 2.55121 0.042 0.028 -0.065 -0.095
H -5.99799 -3.60257 1.90286 -0.044 -0.007 0.060 0.357
H -6.22277 -4.18683 4.30914 -0.011 0.010 -0.010 0.369
H -4.15196 -4.72326 5.60227 0.001 -0.001 0.003 0.374
H -1.95622 -4.64719 4.41428 0.014 0.005 -0.010 0.365
H -1.92745 -4.03990 2.00355 0.018 0.004 0.029 0.344
N -7.89725 -4.20390 -1.66006 0.005 -0.018 0.013 -0.566
C -6.79592 -4.30561 -0.91881 -0.011 0.059 -0.017 -0.275
C -6.27310 -5.51284 -0.47942 0.041 -0.047 0.007 -0.146
C -6.93067 -6.68085 -0.82933 -0.013 -0.009 0.002 -0.469
C -8.07878 -6.59252 -1.59996 0.016 0.003 0.014 -0.237
C -8.51719 -5.33504 -1.98770 -0.023 0.039 -0.020 -0.279
H -6.30694 -3.37030 -0.66643 0.040 -0.022 0.011 0.466
H -5.37166 -5.53057 0.11826 0.011 0.040 -0.008 0.423
H -6.55462 -7.64334 -0.50688 0.003 -0.002 0.000 0.381
H -8.62518 -7.47749 -1.89613 -0.012 0.004 -0.011 0.358
H -9.41045 -5.22461 -2.59292 -0.007 -0.035 0.001 0.346
```
Forces are in eV/Å.

## Properties
SMILES   CCCCC1=C(CCCCS(=O)(=O)Cl)C(=O)OC1=O.c1ccncc1.c1ccncc1.c1ccncc1
Kohn-Sham gap   8.36 eV
HOMO energy   -9.20 eV
Spin multiplicity   1
E_tot   -66583.15736 eV


# 2
Computed, not measured: one molecule with the formula C4H7NO, with wB97M-V/def2-TZVPD.

```
13
Properties=species:S:1:pos:R:3:forces:R:3:mulliken_charge:R:1
C 0.75348 -0.31971 -1.32090 3.258 -1.720 0.683 -1.074
C -0.51357 -0.22164 -0.52148 -1.760 1.875 -1.960 0.347
C -0.22451 0.35981 1.53230 0.509 -0.305 -1.138 -0.382
C -0.54020 1.13896 0.21433 -0.855 1.375 -1.281 0.366
H 0.98426 0.53752 -2.02693 -0.358 -0.900 1.139 0.279
H 0.91970 -1.29106 -1.91200 -0.741 1.302 0.729 0.268
H 1.58329 -0.46690 -0.44314 -1.328 0.902 -2.295 0.217
H -1.44010 -0.31145 -1.18636 1.043 -0.225 0.909 0.276
H 0.11359 -1.64840 0.83977 -0.738 0.984 0.163 0.273
H -0.93922 0.52562 2.27662 -0.941 0.535 1.414 0.262
H 0.78201 0.31241 1.94707 0.103 0.646 -0.114 0.264
N -0.55596 -0.85282 0.76756 0.602 -2.229 0.283 -0.541
O -0.92278 2.23765 -0.16684 1.204 -2.240 1.468 -0.553
```
Forces are in eV/Å.

## Properties
SMILES   C[C@H]1NCC1=O
Relative energy (zero: lowest compared OMol25 entry of this formula, charge and spin)   2.518 eV
Kohn-Sham gap   10.51 eV
HOMO energy   -9.56 eV
Spin multiplicity   1
E_tot   -7797.12639 eV


# 3
Computed, not measured: a 2-piece molecular cluster, CH2N2O3 overall, with wB97M-V/def2-TZVPD.

```
8
Properties=species:S:1:pos:R:3:forces:R:3:mulliken_charge:R:1
C -0.81091 0.03454 -0.00206 0.013 -2.421 0.530 -0.492
N 0.39671 -1.62924 -0.33575 -2.476 -0.362 -1.340 0.251
N 0.28403 0.89510 -0.00672 -1.582 0.967 1.721 0.798
O 1.40612 -1.65366 0.12763 1.152 1.044 0.951 -0.092
O 0.94377 0.85117 1.02475 1.353 0.147 -0.055 -0.510
O 0.42400 1.67010 -0.94520 0.696 -0.305 -0.149 -0.591
H -1.19873 -0.44068 0.99821 0.883 1.622 -2.082 0.286
H -1.44498 0.27268 -0.86087 -0.040 -0.692 0.423 0.350
```
Forces are in eV/Å.

## Properties
Relative energy (zero: lowest compared OMol25 entry of this formula, charge and spin)   4.948 eV
Kohn-Sham gap   8.21 eV
HOMO energy   -9.34 eV
Spin multiplicity   1
E_tot   -10185.14821 eV


# 4
Computed, not measured: one molecule with the formula C8H14N2O2S2, with wB97M-V/def2-TZVPD.

```
28
Properties=species:S:1:pos:R:3:forces:R:3:mulliken_charge:R:1
C 0.18352 -0.84205 -0.65681 0.540 2.213 0.743 -0.462
C -0.33218 -1.37150 0.57155 -0.075 -2.766 3.169 0.512
C -0.82290 -0.23127 0.35901 0.485 0.621 -1.954 -0.404
C 2.71846 -0.87161 0.40948 -1.029 0.485 -0.279 -0.156
C -0.33127 -2.56941 1.48465 1.873 -0.699 -3.995 -1.300
C -1.71334 1.82724 -0.70225 0.278 -3.118 -0.032 -1.435
C -1.42574 1.62458 1.86903 0.805 -1.627 -0.057 -1.564
C -1.77750 0.84140 0.52489 -0.370 3.419 1.913 1.244
N 3.89168 -0.41598 0.70924 1.469 0.238 0.879 -0.226
N 5.18307 0.09942 -1.56141 -0.256 -1.091 1.661 -0.566
O 6.27923 0.66884 0.67638 0.946 -0.242 1.007 -0.505
O -3.08295 0.39921 0.89090 -1.095 -0.580 -1.549 -0.547
S 1.93458 -0.04041 -0.84859 -1.966 -1.005 -0.329 -0.285
S 5.04705 0.88145 -0.01551 -1.558 -1.532 -1.724 0.593
H -0.25660 -1.22502 -1.52333 0.147 -0.417 -1.873 0.605
H -1.25125 -3.00275 1.75908 -1.384 -0.328 -0.271 0.400
H 0.34166 -3.28919 0.89520 -1.069 0.465 1.370 0.290
H 0.12980 -2.31271 2.36252 1.485 0.608 2.165 0.317
H -1.55862 1.16808 -1.63690 -0.730 1.386 1.159 0.293
H -2.61376 2.38206 -0.62188 -0.846 0.727 -0.657 0.560
H -0.86457 2.47675 -0.61854 0.450 0.275 0.096 0.298
H -2.17931 2.16156 2.42754 -0.803 0.132 -0.740 0.349
H -0.61200 2.27570 1.70522 1.149 0.786 -0.137 0.364
H -1.09097 0.86170 2.58580 0.061 0.135 -0.134 0.383
H 4.16628 -0.72436 1.63671 0.910 0.116 -0.185 0.274
H 4.93718 -0.94583 -1.58018 0.359 2.217 0.119 0.303
H 4.59472 0.65432 -2.15002 -0.451 -0.071 -0.793 0.299
H -3.73695 0.62981 0.19866 0.675 -0.347 0.432 0.366
```
Forces are in eV/Å.

## Properties
Relative energy (zero: lowest compared OMol25 entry of this formula, charge and spin)   6.994 eV
Kohn-Sham gap   8.53 eV
HOMO energy   -8.08 eV
Spin multiplicity   1
E_tot   -37262.65288 eV